{
  "formula": "C3H11N2O2",
  "method": "ωB97M-V with the def2-TZVPD basis set",
  "de_lowest_ev": 1.462,
  "e_tot_ev": -10363.35040,
  "e_lumo_ev": 3.128,
  "gap_ev": 5.517,
  "charge": -1,
  "fmax_ev_per_a": 1.9,
  "homo_energy_ev": -2.39,
  "symbols": ["N", "C", "O", "H", "H", "H", "H", "C", "N", "C", "O", "H", "H", "H", "H", "H", "H", "H"],
  "positions_angstrom": [[-1.93559, -0.67463, 1.47362], [-1.73207, 0.42606, 2.61229], [-2.42512, 0.27295, 3.66917], [-2.07753, -0.27567, 0.55680], [-1.15764, -1.31865, 1.44141], [-0.58997, 0.37976, 2.74642], [-1.91596, 1.35851, 1.98578], [0.96866, 0.65538, -0.01679], [0.47886, 0.11813, -1.28128], [1.50239, -0.42457, -2.13107], [0.93564, -1.13861, -3.20057], [1.59668, -0.09979, 0.45167], [0.12583, 0.91480, 0.61711], [1.58878, 1.55709, -0.15528], [-0.03211, 0.81082, -1.80986], [2.13262, 0.34979, -2.58612], [2.14643, -1.07939, -1.53765], [0.39011, -1.83197, -2.83562]],
  "lowdin_charge": [-0.054, -0.683, -0.299, -0.015, -0.007, 0.053, 0.053, -0.129, -0.109, -0.357, -0.060, 0.077, 0.043, 0.072, 0.107, 0.117, 0.114, 0.077]
}

***

{
  "formula": "C20H29AsN3O11PSZn",
  "method": "ωB97M-V with the def2-TZVPD basis set",
  "de_lowest_ev": 0.000,
  "e_tot_ev": -177584.49434,
  "e_lumo_ev": -0.318,
  "gap_ev": 8.248,
  "fmax_ev_per_a": 3.6,
  "homo_energy_ev": -8.57,
  "symbols": ["Zn", "O", "As", "O", "O", "C", "C", "C", "C", "C", "C", "S", "O", "O", "O", "H", "H", "H", "H", "H", "O", "C", "N", "C", "O", "C", "C", "C", "C", "N", "C", "H", "H", "H", "H", "H", "H", "H", "H", "C", "C", "O", "P", "O", "C", "C", "O", "C", "C", "H", "H", "H", "H", "H", "H", "H", "H", "H", "H", "H", "H", "H", "H", "H", "N", "C", "H"],
  "positions_angstrom": [[-0.02419, 0.84834, 0.82112], [-0.69573, 4.70157, 1.23429], [-1.36903, 3.54108, 2.43429], [-1.68368, 4.28301, 3.86168], [-0.40586, 2.17412, 2.26614], [-3.31554, 3.28904, 1.95647], [-4.20699, 4.20051, 2.54986], [-5.47800, 4.34943, 2.07427], [-6.04967, 3.35624, 1.25737], [-5.25377, 2.28944, 0.88851], [-3.84607, 2.36505, 1.05376], [-2.77129, 1.61459, -0.15221], [-3.65886, 1.06378, -1.18298], [-2.00214, 0.49123, 0.56414], [-1.79573, 2.66499, -0.44201], [-0.48315, 5.52118, 1.74094], [-3.74462, 4.83424, 3.30096], [-6.14015, 5.16928, 2.39792], [-7.05826, 3.40275, 0.90020], [-5.66910, 1.39720, 0.41874], [5.15491, -4.17563, 0.25353], [4.27361, -4.96879, 1.05403], [3.23571, -4.05716, 1.55009], [1.96302, -4.47487, 1.78858], [1.67935, -5.68244, 1.76063], [0.95038, -3.41001, 2.02288], [-0.19595, -3.73581, 2.77144], [-1.18421, -2.78151, 2.93306], [-1.02016, -1.51576, 2.39693], [0.08368, -1.16132, 1.70092], [1.05929, -2.11326, 1.54806], [5.87260, -4.73307, -0.15031], [4.84050, -5.37674, 1.92979], [3.82333, -5.78843, 0.45824], [3.48913, -3.06313, 1.43626], [-0.20150, -4.75524, 3.18903], [-2.08302, -3.03421, 3.47366], [-1.70357, -0.71490, 2.63957], [1.97732, -1.77988, 1.01570], [-0.43273, -2.75456, -2.58707], [-1.18536, -1.46499, -2.37326], [-0.33584, -0.32729, -2.66079], [0.53993, 0.37779, -1.54595], [1.82496, -0.57556, -1.59183], [3.16821, -0.11842, -1.89668], [3.86454, -1.25617, -2.63552], [0.92375, 1.76267, -2.28667], [0.03230, 2.79851, -2.88609], [0.64239, 3.24317, -4.18618], [-1.10156, -3.60872, -2.32860], [0.48517, -2.75155, -1.98289], [-0.17536, -2.87162, -3.63018], [-1.53451, -1.37079, -1.36248], [-2.00564, -1.38408, -3.07750], [3.67757, 0.11254, -0.97476], [3.09069, 0.78612, -2.48427], [4.22438, -1.94658, -1.85255], [4.76173, -0.91330, -3.14718], [3.10763, -1.73487, -3.28528], [-0.03824, 3.60415, -2.11235], [-0.96417, 2.34652, -3.04549], [1.71561, 3.38899, -4.08313], [0.14948, 4.18933, -4.43908], [0.43306, 2.50137, -4.97003], [2.99492, 1.22725, 1.88883], [2.00521, 1.02297, 1.28708], [3.76930, 1.48218, 2.53437]],
  "lowdin_charge": [0.437, -0.282, 0.929, -0.491, -0.517, -0.206, -0.099, -0.080, -0.071, -0.064, -0.268, 0.541, -0.318, -0.459, -0.357, 0.050, 0.093, 0.111, 0.098, 0.112, -0.077, -0.226, 0.084, -0.434, 0.056, -0.112, 0.026, -0.021, -0.085, 0.031, -0.052, 0.118, 0.136, 0.132, 0.138, 0.136, 0.114, 0.115, 0.109, -0.072, -0.254, -0.244, 0.756, -0.295, -0.263, -0.054, -0.294, -0.234, -0.077, 0.094, 0.065, 0.073, 0.091, 0.124, 0.093, 0.102, 0.069, 0.076, 0.092, 0.126, 0.117, 0.076, 0.084, 0.083, 0.187, -0.007, 0.140]
}

***

{
  "formula": "C6H12O",
  "method": "ωB97M-V with the def2-TZVPD basis set",
  "de_lowest_ev": 1.234,
  "e_tot_ev": -8463.11970,
  "e_lumo_ev": 0.887,
  "gap_ev": 10.250,
  "fmax_ev_per_a": 0.3,
  "homo_energy_ev": -9.36,
  "symbols": ["C", "C", "C", "C", "C", "C", "O", "H", "H", "H", "H", "H", "H", "H", "H", "H", "H", "H", "H"],
  "positions_angstrom": [[-2.16613, 0.46415, 0.16951], [-1.04514, -0.56069, 0.00028], [0.37971, -0.01092, 0.15322], [0.53987, 1.42727, 0.60767], [1.44788, -0.97682, 0.61425], [1.43400, -0.52400, -0.80541], [1.10784, -1.49963, -1.74973], [-2.08763, 1.28767, -0.54789], [-2.16763, 0.89738, 1.17525], [-3.13848, -0.01456, 0.01450], [-1.13720, -1.03553, -0.98425], [-1.20330, -1.36467, 0.72891], [0.04543, 2.12840, -0.07446], [0.12121, 1.58132, 1.60891], [1.59977, 1.70285, 0.65280], [1.14312, -2.00678, 0.78331], [2.23491, -0.61756, 1.27307], [2.20786, 0.17868, -1.12388], [0.68391, -1.05656, -2.49606]],
  "lowdin_charge": [-0.114, -0.183, -0.421, -0.048, -0.042, -0.325, -0.015, 0.072, 0.071, 0.071, 0.105, 0.113, 0.079, 0.085, 0.083, 0.116, 0.107, 0.145, 0.100]
}

***

{
  "formula": "C18H22NS2",
  "method": "ωB97M-V with the def2-TZVPD basis set",
  "de_lowest_ev": 1.966,
  "e_tot_ev": -42172.63335,
  "e_lumo_ev": -6.370,
  "gap_ev": 3.580,
  "charge": 1,
  "fmax_ev_per_a": 1.8,
  "homo_energy_ev": -9.95,
  "symbols": ["C", "N", "C", "C", "C", "C", "C", "C", "C", "C", "C", "C", "C", "C", "C", "H", "H", "H", "H", "H", "H", "H", "H", "H", "H", "H", "H", "H", "H", "H", "C", "C", "S", "C", "S", "C", "H", "H", "H", "H", "H", "H", "H"],
  "positions_angstrom": [[3.41139, -1.13568, 3.56943], [3.04550, -0.16753, 2.55591], [3.02501, 1.21481, 2.99399], [2.65778, -0.54109, 1.30527], [2.43736, -1.91457, 0.98694], [1.93288, -2.27173, -0.24435], [1.54671, -1.29097, -1.20620], [0.87874, -1.71147, -2.38750], [0.13407, -0.87571, -3.22189], [-0.06352, -1.02442, -4.65730], [-0.75165, 0.09798, -5.13494], [-1.08126, 0.94132, -4.00044], [-0.56753, 0.34953, -2.83756], [1.88239, 0.07036, -0.92725], [2.43618, 0.43143, 0.28783], [3.91193, -2.00101, 3.12288], [4.09575, -0.65615, 4.27734], [2.53401, -1.49305, 4.13081], [2.23752, 1.77623, 2.47938], [2.83523, 1.23375, 4.07356], [3.98780, 1.71460, 2.80675], [2.64543, -2.68197, 1.73336], [1.77717, -3.32440, -0.48587], [0.94596, -2.76918, -2.65162], [0.31526, -1.87011, -5.23217], [-0.99261, 0.32090, -6.17406], [-1.63945, 1.87138, -4.06877], [-0.55801, 0.73646, -1.83246], [1.70697, 0.83401, -1.68422], [2.69776, 1.47458, 0.46930], [-4.66981, 0.76805, 1.35288], [-4.34526, 2.06007, 0.61523], [-3.36356, 1.84887, -0.91820], [-2.03925, 0.98565, -0.33204], [-2.33270, -0.51112, 0.38527], [-3.43841, -0.02476, 1.76638], [-5.22556, 1.02740, 2.26159], [-5.31946, 0.14301, 0.73186], [-5.26552, 2.54778, 0.26841], [-3.78272, 2.75696, 1.24669], [-1.10486, 1.50755, -0.11318], [-2.81102, 0.53423, 2.46942], [-3.72666, -0.98200, 2.21952]],
  "lowdin_charge": [-0.053, -0.186, -0.053, -0.209, -0.009, -0.016, -0.227, 0.050, -0.235, -0.022, -0.063, -0.058, -0.085, -0.018, -0.015, 0.087, 0.096, 0.103, 0.081, 0.094, 0.105, 0.101, 0.122, 0.132, 0.114, 0.104, 0.100, 0.025, 0.120, 0.104, -0.285, -0.412, 0.940, -0.756, 0.939, -0.413, 0.131, 0.125, 0.095, 0.094, 0.067, 0.093, 0.094]
}

***

{
  "formula": "C10H27ClDyIOP2S",
  "method": "ωB97M-V with the def2-TZVPD basis set",
  "de_lowest_ev": 0.000,
  "e_tot_ev": -86957.27235,
  "e_lumo_ev": [-8.826, -5.702],
  "gap_ev": [3.507, 8.280],
  "spin_multiplicity": 6,
  "charge": 2,
  "fmax_ev_per_a": 4.5,
  "homo_energy_ev": [-12.33, -13.98],
  "symbols": ["C", "C", "H", "H", "H", "O", "I", "Dy", "P", "C", "C", "H", "H", "H", "H", "H", "H", "C", "H", "H", "H", "P", "C", "C", "H", "H", "H", "C", "H", "H", "H", "H", "H", "H", "Cl", "C", "S", "C", "H", "H", "H", "H", "H", "H"],
  "positions_angstrom": [[1.57188, -0.12259, -1.49060], [1.90576, -0.03047, -0.00916], [1.69404, 0.84844, -1.96840], [0.51569, -0.44406, -1.57059], [2.12871, -0.87594, -2.03948], [1.44304, 0.97840, 0.67557], [2.17546, -1.55673, 1.21544], [-3.16889, 0.23563, 2.40464], [3.95289, 0.00137, -0.60341], [4.35239, 1.30816, 0.62118], [4.38801, -1.71164, -1.07749], [5.29914, -1.68121, -1.69861], [5.58363, 0.81685, -2.08465], [3.64658, -2.18011, -1.73827], [4.23969, 0.18536, -3.05297], [3.88193, 1.14968, 1.59543], [4.56143, -2.38437, -0.23778], [4.48355, 0.78775, -2.16392], [5.44399, 1.42919, 0.70167], [4.09262, 1.81059, -2.28426], [3.91787, 2.22755, 0.21344], [-3.74432, 0.37840, -0.07090], [-5.10278, 1.28457, 0.92842], [-4.38630, 0.52719, -1.73770], [-3.71574, -1.98826, -0.35331], [-5.33088, -1.42488, 0.17060], [-4.01102, -1.76809, 1.38489], [-4.24868, -1.36424, 0.36562], [-3.89522, -0.20130, -2.38592], [-5.46275, 0.34381, -1.69352], [-5.92426, 1.31625, 0.20209], [-4.78016, 2.33263, 1.14597], [-4.17658, 1.54870, -2.10018], [-5.51346, 0.80967, 1.87716], [-1.88187, -1.77920, 2.83933], [-0.12913, 1.93744, 3.85310], [-1.37527, 2.03964, 2.54876], [-0.87605, 3.52907, 1.69928], [0.10329, 0.88274, 4.05359], [-0.52824, 2.42236, 4.74129], [0.74912, 2.47200, 3.45410], [-1.00368, 4.36472, 2.39102], [0.16988, 3.40198, 1.42530], [-1.47851, 3.68776, 0.79561]],
  "lowdin_charge": [-0.130, -1.161, 0.098, 0.113, 0.054, -0.145, 1.249, 0.694, 0.915, -0.170, -0.250, 0.078, 0.085, 0.076, 0.078, 0.054, 0.024, -0.194, 0.080, 0.077, 0.079, 0.683, -0.335, -0.275, 0.060, 0.070, -0.031, -0.325, 0.060, 0.058, 0.056, 0.057, 0.066, 0.043, -0.147, -0.318, 0.605, -0.344, 0.049, 0.053, 0.056, 0.060, 0.036, 0.057]
}

***

{
  "formula": "C28H71NNbO12",
  "method": "ωB97M-V with the def2-TZVPD basis set",
  "e_tot_ev": -57782.59841,
  "e_lumo_ev": 1.897,
  "gap_ev": 6.512,
  "charge": -1,
  "fmax_ev_per_a": 1.5,
  "homo_energy_ev": -4.62,
  "symbols": ["C", "C", "Nb", "C", "C", "N", "H", "H", "H", "H", "H", "H", "H", "H", "H", "H", "H", "C", "O", "C", "C", "O", "C", "H", "H", "H", "H", "H", "H", "H", "H", "H", "H", "C", "O", "C", "C", "O", "C", "H", "H", "H", "H", "H", "H", "H", "H", "H", "H", "C", "O", "C", "C", "O", "C", "H", "H", "H", "H", "H", "H", "H", "H", "H", "H", "C", "O", "C", "C", "O", "C", "H", "H", "H", "H", "H", "H", "H", "H", "H", "H", "C", "O", "C", "C", "O", "C", "H", "H", "H", "H", "H", "H", "H", "H", "H", "H", "C", "O", "C", "C", "O", "C", "H", "H", "H", "H", "H", "H", "H", "H", "H", "H"],
  "positions_angstrom": [[4.19844, -3.68589, -6.70404], [3.16172, -3.05085, -6.58653], [1.45755, -1.58454, -6.13857], [0.04664, -2.82525, -7.41685], [-1.01292, -3.66608, -6.67733], [-1.76771, -2.90376, -5.67683], [5.18232, -4.07382, -6.71475], [1.93752, -0.63750, -7.64180], [0.05797, -0.43986, -5.80003], [1.00147, -2.62685, -4.69411], [2.58095, -0.57497, -5.07541], [0.59162, -3.48663, -8.09330], [-0.50645, -2.13706, -8.07247], [-0.58446, -4.56418, -6.23503], [-1.72763, -4.03527, -7.43381], [-1.67741, -1.90974, -5.84138], [-2.75041, -3.10654, -5.76918], [-1.64086, -10.29063, -4.18199], [-0.74134, -10.28181, -5.27517], [-1.22707, -9.54336, -6.38832], [-0.66235, -8.13670, -6.43650], [-1.08120, -7.35965, -5.32999], [-0.10653, -7.27292, -4.30080], [-1.08536, -10.60558, -3.29922], [-2.06384, -9.30199, -3.99499], [-2.45123, -11.00652, -4.36250], [-2.32097, -9.51325, -6.37782], [-0.91443, -10.07938, -7.28996], [-1.03804, -7.64146, -7.33721], [0.42935, -8.16174, -6.49912], [0.66488, -6.54758, -4.57677], [0.35927, -8.24028, -4.09826], [-0.60460, -6.92726, -3.39640], [0.10933, -0.41186, -1.94630], [1.05325, 0.65132, -1.93212], [0.46935, 1.92178, -2.13430], [0.27403, 2.67373, -0.83163], [-0.65779, 2.02907, 0.02720], [-0.02926, 1.24812, 1.02733], [0.58833, -1.28673, -1.50980], [-0.78421, -0.17350, -1.36248], [-0.17565, -0.64824, -2.97474], [-0.47880, 1.82914, -2.67271], [1.15780, 2.49355, -2.76502], [-0.13337, 3.66505, -1.05766], [1.23028, 2.81509, -0.31916], [0.33217, 1.89509, 1.83544], [0.80381, 0.66604, 0.62878], [-0.76878, 0.56264, 1.43653], [-2.73571, -0.04027, 6.84401], [-1.41893, -0.44513, 7.18317], [-0.77518, -1.16214, 6.13994], [0.15532, -0.27950, 5.33158], [-0.54584, 0.74205, 4.64047], [-0.50635, 1.99577, 5.29665], [-3.03549, 0.73832, 7.54441], [-2.79466, 0.36016, 5.83010], [-3.42554, -0.88548, 6.94143], [-1.51529, -1.63578, 5.48720], [-0.18539, -1.95543, 6.60910], [0.65385, -0.89492, 4.57681], [0.92793, 0.15366, 5.97393], [0.45800, 2.48296, 5.11421], [-0.66381, 1.90114, 6.37327], [-1.29905, 2.61681, 4.88092], [3.94660, 2.02855, 5.98328], [3.44506, 2.36268, 4.70094], [3.07822, 3.72879, 4.58201], [4.15502, 4.55314, 3.90447], [5.34799, 4.60576, 4.67261], [6.33354, 3.68488, 4.23412], [4.46630, 1.07512, 5.89630], [4.64786, 2.77789, 6.35547], [3.12167, 1.91613, 6.69610], [2.83371, 4.14619, 5.56395], [2.17344, 3.76458, 3.96709], [3.79375, 5.58076, 3.79979], [4.35922, 4.16519, 2.90261], [6.84112, 4.06958, 3.34343], [5.90497, 2.70635, 4.01014], [7.06374, 3.57321, 5.03459], [0.41586, 6.12521, 0.87464], [1.35913, 6.07153, -0.18268], [0.91685, 6.74498, -1.35133], [1.50911, 8.13588, -1.46296], [1.07557, 8.98835, -0.41213], [2.01658, 9.09643, 0.64122], [0.93422, 5.86313, 1.79698], [-0.01746, 7.12104, 0.98764], [-0.38350, 5.39639, 0.70282], [-0.17589, 6.78938, -1.37871], [1.24970, 6.15357, -2.20933], [1.17244, 8.58502, -2.40185], [2.60151, 8.08416, -1.48782], [2.82228, 9.78370, 0.36041], [2.44454, 8.12720, 0.90490], [1.49819, 9.49888, 1.51065], [-3.76851, 0.10603, 1.02760], [-3.80542, -1.26647, 1.39219], [-3.32354, -1.50467, 2.70388], [-4.45551, -1.65946, 3.70149], [-5.20647, -0.46323, 3.84817], [-6.39964, -0.45753, 3.08420], [-4.41554, 0.24027, 0.16180], [-4.12474, 0.75280, 1.83240], [-2.75492, 0.40042, 0.74836], [-2.64049, -0.70757, 3.01737], [-2.75628, -2.44076, 2.67352], [-4.02953, -1.89110, 4.68322], [-5.10711, -2.49036, 3.41464], [-7.17224, -1.05285, 3.58400], [-6.23826, -0.84636, 2.07722], [-6.74239, 0.57364, 3.01048]],
  "lowdin_charge": [-0.122, -0.410, 1.078, -0.454, -0.432, -0.049, -0.034, -0.181, -0.169, -0.148, -0.196, 0.016, 0.016, 0.066, 0.081, -0.007, 0.038, -0.118, -0.194, -0.207, -0.209, -0.199, -0.103, 0.087, 0.083, 0.084, 0.123, 0.121, 0.126, 0.129, 0.093, 0.080, 0.090, -0.106, -0.201, -0.206, -0.205, -0.197, -0.104, 0.089, 0.075, 0.058, 0.129, 0.127, 0.110, 0.127, 0.083, 0.092, 0.066, -0.106, -0.188, -0.197, -0.193, -0.198, -0.096, 0.089, 0.081, 0.086, 0.114, 0.125, 0.130, 0.120, 0.070, 0.086, 0.093, -0.111, -0.195, -0.213, -0.202, -0.193, -0.110, 0.091, 0.083, 0.083, 0.128, 0.113, 0.124, 0.130, 0.089, 0.084, 0.087, -0.107, -0.200, -0.206, -0.202, -0.193, -0.115, 0.083, 0.084, 0.084, 0.128, 0.128, 0.125, 0.126, 0.087, 0.081, 0.087, -0.090, -0.182, -0.205, -0.204, -0.195, -0.112, 0.093, 0.087, 0.064, 0.114, 0.128, 0.104, 0.126, 0.086, 0.085, 0.088]
}